16
Properties=species:S:1:pos:R:3 method="wB97M-V/def2-TZVPD" lumo_ev=-3.97 total_energy_ev=-8850.8247 homo_lumo_gap_ev=9.61 largest_force_ev_per_a=1.73 homo_energy_ev=-13.583 de_lowest_kcal_mol=35.0 total_charge=+1
C 0.01009 -1.43519 1.26219
N 0.92230 -1.80201 0.10361
C 1.45394 -0.63751 -0.66591
H -0.43846 -2.35464 1.71524
H 0.71248 -0.94335 1.95796
H -0.76363 -0.75899 0.89870
H 0.41957 -2.43877 -0.54393
H 1.68207 -2.33183 0.51224
H 0.63137 -0.18392 -1.20029
H 2.22253 -1.02722 -1.31757
H 1.98215 0.01793 -0.00714
O -3.00571 3.74236 -0.79543
C -2.00582 3.14814 -0.53086
O -1.81843 1.79281 -0.74556
H -1.12054 3.64042 -0.17817
H -0.88392 1.57176 -0.46506